87
Properties=species:S:1:pos:R:3 method="wB97M-V/def2-TZVPD" charge=+2 homo_energy_ev=-14.06 de_lowest_ev=1.237
Os 0.006 0.966 -0.561
C -1.227 1.341 -6.832
C -0.267 1.320 -5.673
C -0.699 0.920 -4.408
C 0.192 0.869 -3.362
C 1.517 1.260 -3.532
C 1.963 1.659 -4.778
C 1.060 1.702 -5.835
S 2.807 1.021 -2.296
O 3.849 2.018 -2.514
O 2.816 -1.580 -0.631
N 1.856 1.486 -0.942
C 2.144 2.780 -0.400
C 0.911 3.719 -0.804
O 1.068 4.888 -0.873
O -0.171 2.993 -1.005
H -1.983 0.563 -6.733
H -0.704 1.221 -7.778
H -1.746 2.302 -6.866
H -1.734 0.635 -4.260
H -0.212 0.506 -2.385
H 2.997 1.952 -4.914
H 1.405 2.022 -6.810
H 3.068 3.222 -0.760
H 2.119 2.764 0.691
O -2.529 2.295 -0.091
N -2.034 1.036 -0.412
C -2.996 0.202 -0.570
C -2.926 -1.234 -0.762
C -4.177 -1.851 -0.892
C -4.291 -3.223 -1.008
C -3.147 -4.004 -0.982
C -1.902 -3.406 -0.846
C -1.765 -2.026 -0.760
P -0.058 -1.404 -0.521
C 0.894 -2.155 -1.863
C 2.294 -2.104 -1.776
C 3.084 -2.563 -2.819
C 2.482 -3.080 -3.953
C 1.098 -3.144 -4.056
C 0.309 -2.668 -3.023
C 0.271 -2.319 1.021
C 1.230 -3.315 1.173
C 1.344 -3.985 2.385
C 0.495 -3.675 3.439
C -0.478 -2.696 3.284
C -0.584 -2.017 2.082
H -1.865 2.936 -0.428
H -3.991 0.632 -0.501
H -5.069 -1.235 -0.893
H -5.268 -3.680 -1.097
H -3.222 -5.081 -1.058
H -1.018 -4.031 -0.794
H 3.765 -1.742 -0.579
H 4.165 -2.518 -2.744
H 3.099 -3.439 -4.767
H 0.635 -3.565 -4.938
H -0.769 -2.701 -3.112
H 1.871 -3.590 0.349
H 2.096 -4.754 2.504
H 0.576 -4.211 4.376
H -1.154 -2.463 4.097
H -1.365 -1.270 1.954
O 0.280 1.458 1.402
S 0.493 0.770 2.780
C -1.055 0.930 3.641
C -2.170 1.454 3.011
C -3.367 1.511 3.718
C -3.432 1.038 5.020
C -2.299 0.517 5.637
C -1.102 0.452 4.946
C 1.458 1.940 3.673
C 1.182 3.303 3.610
C 1.961 4.163 4.362
C 2.989 3.661 5.159
C 3.252 2.300 5.206
C 2.485 1.422 4.449
H -2.104 1.832 2.002
H -4.245 1.932 3.245
H -4.368 1.082 5.561
H -2.352 0.160 6.657
H -0.210 0.052 5.419
H 0.379 3.677 2.986
H 1.763 5.227 4.333
H 3.592 4.344 5.743
H 4.054 1.921 5.826
H 2.682 0.356 4.459



82
Properties=species:S:1:pos:R:3 method="wB97M-V/def2-TZVPD" charge=+1 homo_energy_ev=-10.82 de_lowest_ev=1.427
Sn -0.559 0.611 -1.082
C -2.130 1.560 -4.805
C -2.838 1.240 -3.492
C -4.318 1.581 -3.530
O -2.200 1.976 -2.418
C -2.655 -0.272 -3.214
O -3.326 -1.059 -3.831
O -1.712 -0.610 -2.361
H -2.200 2.627 -5.025
H -2.588 0.999 -5.618
H -1.075 1.287 -4.737
H -4.463 2.637 -3.773
H -4.776 1.372 -2.563
H -4.818 0.974 -4.280
H -2.411 2.910 -2.536
O 1.630 0.070 2.174
C 1.029 -0.409 3.315
C 1.692 -0.945 4.412
C 0.961 -1.335 5.524
C -0.418 -1.202 5.550
C -1.084 -0.752 4.423
C -0.372 -0.381 3.289
P -1.186 0.018 1.700
C -2.043 1.598 2.047
C -1.450 2.774 1.584
C -2.048 4.005 1.808
C -3.244 4.071 2.506
C -3.829 2.909 2.991
C -3.236 1.677 2.762
C -2.530 -1.207 1.585
C -3.682 -0.904 0.858
C -4.651 -1.871 0.649
C -4.474 -3.154 1.149
C -3.318 -3.470 1.846
C -2.344 -2.505 2.057
C 2.993 0.093 1.971
C 3.917 0.514 2.918
C 5.269 0.456 2.615
C 5.699 -0.005 1.378
C 4.773 -0.337 0.405
C 3.413 -0.264 0.685
P 2.116 -0.437 -0.590
C 2.391 -2.030 -1.424
C 1.532 -3.068 -1.059
C 1.631 -4.305 -1.676
C 2.578 -4.504 -2.670
C 3.435 -3.475 -3.035
C 3.345 -2.238 -2.417
C 2.632 0.806 -1.834
C 3.375 1.938 -1.504
C 3.619 2.919 -2.456
C 3.108 2.796 -3.739
C 2.341 1.687 -4.070
C 2.097 0.703 -3.125
H 2.762 -1.076 4.400
H 1.486 -1.750 6.374
H -0.973 -1.479 6.435
H -2.165 -0.715 4.418
H -0.486 2.727 1.087
H -1.579 4.910 1.443
H -3.718 5.028 2.676
H -4.754 2.962 3.550
H -3.711 0.774 3.124
H -3.826 0.095 0.461
H -5.546 -1.626 0.092
H -5.232 -3.908 0.985
H -3.171 -4.472 2.226
H -1.441 -2.760 2.598
H 3.585 0.892 3.874
H 5.988 0.768 3.360
H 6.758 -0.073 1.166
H 5.103 -0.641 -0.580
H 0.785 -2.896 -0.292
H 0.959 -5.103 -1.393
H 2.638 -5.461 -3.171
H 4.172 -3.634 -3.811
H 4.007 -1.434 -2.714
H 3.769 2.056 -0.504
H 4.218 3.781 -2.189
H 3.305 3.561 -4.478
H 1.941 1.585 -5.071
H 1.530 -0.181 -3.404



84
Properties=species:S:1:pos:R:3 method="wB97M-V/def2-TZVPD" charge=+2 s2=0.76 homo_energy_ev="-12.72 / -12.72" multiplicity=2
Ti 0.117 -0.254 0.104
C -2.520 1.868 -2.854
C -3.156 0.740 -2.095
N -4.401 0.381 -2.376
C -4.984 -0.601 -1.676
C -4.377 -1.292 -0.646
C -5.138 -2.392 0.066
O -5.098 -2.259 1.485
C -3.050 -0.942 -0.348
C -2.364 -1.586 0.778
N -1.145 -1.350 1.101
C -0.608 -1.832 2.358
C -0.748 -3.148 2.764
C -0.273 -3.539 4.006
C 0.350 -2.621 4.840
C 0.516 -1.302 4.436
C 0.036 -0.927 3.196
I 0.286 1.064 2.590
C -2.464 0.073 -1.090
O -1.162 0.459 -0.830
H -3.143 2.120 -3.707
H -1.519 1.610 -3.197
H -2.424 2.753 -2.220
H -6.006 -0.834 -1.953
H -4.712 -3.365 -0.176
H -6.165 -2.403 -0.299
H -5.850 -1.738 1.783
H -2.951 -2.238 1.417
H -1.232 -3.861 2.107
H -0.394 -4.567 4.323
H 0.711 -2.926 5.814
H 1.002 -0.584 5.084
C 1.208 -3.056 -2.751
C 2.576 -3.601 -3.159
As 3.659 -2.317 -4.207
C 5.133 -1.978 -2.964
C 6.113 -1.107 -3.440
C 7.203 -0.764 -2.653
C 7.328 -1.282 -1.369
C 6.360 -2.149 -0.884
C 5.269 -2.497 -1.680
C 4.529 -3.607 -5.364
C 5.283 -4.669 -4.864
C 5.885 -5.565 -5.735
C 5.745 -5.398 -7.111
C 5.003 -4.340 -7.611
C 4.394 -3.444 -6.738
P 1.197 -1.755 -1.487
C 2.052 -0.284 -2.094
C 3.333 0.149 -1.753
C 3.870 1.271 -2.371
C 3.140 1.957 -3.331
C 1.856 1.539 -3.673
C 1.309 0.436 -3.048
C 2.085 -2.312 -0.013
C 2.209 -3.669 0.297
C 2.859 -4.050 1.456
C 3.378 -3.095 2.332
C 3.213 -1.749 2.067
C 2.553 -1.366 0.905
H 0.534 -3.846 -2.409
H 0.714 -2.579 -3.602
H 2.399 -4.438 -3.834
H 3.138 -3.995 -2.317
H 6.033 -0.692 -4.439
H 7.961 -0.096 -3.044
H 8.181 -1.019 -0.757
H 6.461 -2.571 0.109
H 4.540 -3.184 -1.274
H 5.422 -4.792 -3.795
H 6.472 -6.387 -5.346
H 6.221 -6.094 -7.790
H 4.898 -4.208 -8.681
H 3.815 -2.619 -7.136
H 3.944 -0.410 -1.056
H 4.872 1.590 -2.114
H 3.572 2.821 -3.820
H 1.289 2.073 -4.424
H 0.308 0.116 -3.317
H 1.823 -4.426 -0.374
H 2.976 -5.103 1.678
H 3.912 -3.409 3.220
H 3.599 -1.000 2.745
H 2.470 -0.302 0.703



86
Properties=species:S:1:pos:R:3 method="wB97M-V/def2-TZVPD" charge=+3 s2=3.79 homo_energy_ev="-17.15 / -16.81" multiplicity=4
C -4.078 -3.151 0.526
C -3.150 -1.943 0.492
C -3.577 -1.051 -0.647
C -3.051 -1.225 1.949
C -2.774 0.252 1.869
C -4.307 -1.380 2.795
O -1.903 -1.818 2.543
B -1.151 -2.409 1.471
C 0.463 -2.081 1.294
C 1.253 -1.679 2.371
C 2.652 -1.646 2.255
C 3.240 -1.922 1.026
C 4.735 -1.766 0.886
F 5.262 -2.500 -0.137
F 5.014 -0.440 0.622
F 5.406 -2.099 2.031
C 2.466 -2.239 -0.086
C 1.066 -2.293 0.054
C -1.106 -4.031 2.050
C -1.447 -5.128 1.088
C -0.120 -5.114 1.751
O -1.821 -2.365 0.218
H -5.120 -2.833 0.672
H -4.005 -3.653 -0.445
H -3.781 -3.859 1.310
H -4.422 -0.404 -0.380
H -2.725 -0.449 -0.974
H -3.880 -1.681 -1.493
H -3.578 0.849 1.415
H -2.580 0.618 2.884
H -1.853 0.391 1.300
H -5.145 -0.845 2.320
H -4.591 -2.429 2.928
H -4.138 -0.924 3.775
H 0.794 -1.378 3.316
H 3.285 -1.369 3.099
H 2.952 -2.454 -1.040
H 0.468 -2.501 -0.839
H -1.532 -4.066 3.065
H -2.124 -5.933 1.395
H -1.487 -4.887 0.022
H 0.768 -4.843 1.173
H 0.020 -5.902 2.502
O 2.742 5.715 -4.491
C 2.781 4.599 -4.154
Cr 3.008 2.812 -3.553
C 2.254 3.404 -1.933
O 1.847 3.858 -0.938
C 4.679 3.360 -2.841
O 5.679 3.814 -2.448
C 3.484 1.927 -5.509
C 2.125 2.264 -5.440
C 1.350 1.787 -4.368
C 1.911 0.920 -3.400
C 1.146 0.508 -2.221
C 0.481 0.653 -1.199
C -0.225 1.110 -0.079
C 0.482 1.330 1.176
C 1.873 1.139 1.210
C 2.621 1.541 2.310
C 1.999 2.155 3.400
C 0.604 2.257 3.440
C -0.135 1.907 2.315
C -1.366 1.975 -0.386
C -2.227 1.683 -1.457
C -3.560 2.102 -1.381
C -3.962 2.982 -0.364
C -2.971 3.612 0.409
C -1.657 3.160 0.344
C 3.305 0.726 -3.410
C 4.087 1.192 -4.484
H 4.096 2.293 -6.336
H 1.671 2.915 -6.193
H 0.308 2.103 -4.248
H 2.335 0.638 0.356
H 3.699 1.394 2.298
H 2.594 2.583 4.207
H 0.081 2.659 4.315
H -1.211 2.127 2.330
H -1.869 1.022 -2.247
H -4.268 1.741 -2.130
H -5.018 3.244 -0.227
H -3.230 4.457 1.052
H -0.864 3.674 0.895
H 3.760 0.226 -2.549
H 5.163 1.009 -4.501



92
Properties=species:S:1:pos:R:3 method="wB97M-V/def2-TZVPD" charge=0 s2=0.77 homo_energy_ev="-6.62 / -6.62" multiplicity=2 de_lowest_ev=0.000
Cr -0.228 0.584 -0.677
C -3.190 3.070 -1.490
N -3.792 2.438 -0.327
C -4.762 2.993 0.484
C -5.170 2.012 1.319
N -4.460 0.869 1.035
B -4.876 -0.550 1.540
N -4.036 -1.157 2.730
C -4.446 -2.393 3.192
C -3.664 -2.752 4.227
N -2.754 -1.727 4.401
C -1.798 -1.648 5.478
C -2.994 -0.742 3.476
S -2.109 0.702 3.369
C -3.597 1.159 0.052
S -2.522 0.043 -0.693
H -3.839 3.882 -1.809
H -3.090 2.334 -2.288
H -2.198 3.460 -1.269
H -5.083 4.012 0.370
H -5.921 2.019 2.088
H -6.010 -0.439 1.949
H -4.811 -1.317 0.612
H -5.272 -2.907 2.734
H -3.669 -3.627 4.853
H -1.208 -2.565 5.525
H -2.303 -1.503 6.434
H -1.153 -0.792 5.290
C 4.967 3.277 -2.999
C 3.839 3.755 -2.341
C 3.009 2.881 -1.663
C 3.301 1.517 -1.629
C 4.434 1.044 -2.277
C 5.263 1.924 -2.964
P 2.195 0.470 -0.631
C 2.855 -1.216 -0.783
C 3.227 -1.984 0.317
C 3.557 -3.324 0.160
C 3.522 -3.908 -1.097
C 3.148 -3.148 -2.200
C 2.804 -1.815 -2.045
C 2.546 1.103 1.024
C 3.725 1.011 1.716
C 3.889 1.734 2.914
C 2.902 2.576 3.347
C 1.690 2.722 2.630
C 0.686 3.640 3.022
C -0.458 3.738 2.288
C -0.679 2.894 1.175
C 0.247 1.982 0.734
C 1.482 1.936 1.469
H 5.612 3.960 -3.535
H 3.603 4.811 -2.361
H 2.131 3.258 -1.150
H 4.688 -0.007 -2.248
H 6.144 1.546 -3.466
H 3.251 -1.540 1.304
H 3.843 -3.911 1.024
H 3.781 -4.951 -1.219
H 3.112 -3.604 -3.182
H 2.464 -1.235 -2.898
H 4.546 0.417 1.332
H 4.813 1.644 3.472
H 3.042 3.162 4.248
H 0.838 4.246 3.907
H -1.236 4.428 2.590
H -1.655 2.938 0.713
C 0.288 -2.473 -5.360
C -0.563 -1.317 -4.924
C -1.890 -1.185 -5.313
C -2.559 -0.057 -4.868
N -1.992 0.851 -4.084
C -0.730 0.614 -3.722
S 0.043 1.761 -2.615
N 0.014 -0.419 -4.128
H -0.181 -3.041 -6.162
H 0.462 -3.146 -4.516
H 1.261 -2.110 -5.691
H -2.369 -1.911 -5.955
H -3.589 0.130 -5.152
Se -0.665 -3.524 -2.099
N -0.449 -4.362 -0.551
C -0.208 -3.435 0.353
C 0.035 -3.613 1.752
C 0.271 -2.504 2.493
C 0.267 -1.193 1.906
N 0.042 -0.997 0.639
C -0.182 -2.094 -0.143
N -0.384 -1.910 -1.422
H 0.024 -4.606 2.180
H 0.460 -2.575 3.555
H 0.422 -0.315 2.519